Below is a single C4H5NO2 molecule, with properties calculated with ωB97M-V with the def2-TZVPD basis set.

Geometry (Å):
O1 1.34 -0.84 1.92
C1 0.92 0.15 1.38
C2 0.69 0.23 -0.13
C3 -0.10 -0.98 -0.66
N1 -1.49 -0.49 -0.68
C4 -1.41 0.76 -0.54
O2 -0.19 1.34 -0.36
H1 0.66 1.07 1.93
H2 1.64 0.41 -0.64
H3 0.19 -1.26 -1.67
H4 0.01 -1.85 -0.01
H5 -2.25 1.46 -0.55

Calculated values
Maximum force = 0.575 eV/A
Frontier orbital gap = 10.6 eV
HOMO energy = -9.9383 eV
Spin multiplicity = 1
Relative energy (zero: lowest compared OMol25 entry of this formula, charge and spin) = 1.232 eV
Energy = -360.62413 a.u.
LUMO = 0.7 eV